--- i ---
The following is a DFT calculation (ωB97M-V with the def2-TZVPD basis set) of a 2-piece molecular cluster, C3H8OS2 overall.

Values from the calculation:
LUMO (spin up / spin down) = -7.5 / -8.4 eV
2S+1 = 2
<S²> = 0.7555
Net charge = +1
Gap between HOMO and LUMO (spin up / spin down) = 4.327 / 3.435 eV

Last column: natural (NBO) charge in e.
Positions of all 14 atoms, in Å:
C -1.485 1.343 0.769  -0.70
S -1.527 -0.174 -0.157  0.37
S -1.283 -2.262 -0.529  0.27
H -1.465 1.090 1.841  0.29
H -2.455 1.751 0.415  0.29
H -0.816 2.007 0.311  0.29
H -0.061 -2.418 0.063  0.18
C 2.431 2.385 -0.022  -0.58
C 2.523 1.195 0.560  0.15
O 2.390 -0.024 -0.040  -0.69
H 2.265 3.329 0.566  0.22
H 3.096 2.764 -0.858  0.26
H 3.026 1.184 1.528  0.19
H 1.451 -0.078 -0.412  0.47

--- ii ---
The following is a DFT calculation (ωB97M-V with the def2-TZVPD basis set) of a 2-piece molecular cluster, C3H8OS2 overall.

Values from the calculation:
LUMO (spin up / spin down) = -5.3 / -9.1 eV
2S+1 = 2
<S²> = 0.7538
Net charge = +1
Gap between HOMO and LUMO (spin up / spin down) = 8.598 / 4.484 eV

Last column: natural (NBO) charge in e.
Positions of all 14 atoms, in Å:
C 1.289 0.243 1.972  -0.81
S 1.726 -0.392 0.362  0.70
S 1.923 1.386 -0.701  0.01
H 0.477 0.962 1.956  0.28
H 2.215 0.753 2.297  0.29
H 1.088 -0.592 2.628  0.28
H 0.607 1.437 -0.983  0.18
O -1.792 -0.402 -2.835  -0.43
C -1.072 -0.531 -1.895  0.42
C -1.499 -0.462 -0.452  -0.75
H 0.012 -0.758 -2.064  0.09
H -2.342 -1.145 -0.366  0.28
H -1.879 0.480 -0.073  0.26
H -0.754 -0.980 0.155  0.19

Least stable of them? i.

--- i ---
The following is a DFT calculation (ωB97M-V with the def2-TZVPD basis set) of a 2-piece molecular cluster, C4H3NO overall.

Values from the calculation:
LUMO (spin up / spin down) = 0.3 / -3.8 eV
2S+1 = 3
<S²> = 2.0215
Net charge = 0
Gap between HOMO and LUMO (spin up / spin down) = 6.513 / 7.225 eV

Last column: natural (NBO) charge in e.
Positions of all 9 atoms, in Å:
C -1.092 0.390 0.178  -0.25
C -0.160 -0.611 -0.383  -0.40
C 0.383 -2.456 1.151  0.34
C 0.190 0.533 0.342  0.37
N 0.646 -3.372 1.833  -0.45
O 1.179 1.224 0.770  -0.60
H -2.189 0.574 0.575  0.25
H 0.243 -1.241 -1.189  0.25
H 2.004 0.637 0.691  0.51

--- ii ---
The following is a DFT calculation (ωB97M-V with the def2-TZVPD basis set) of a 2-piece molecular cluster, C4H3NO overall.

Values from the calculation:
LUMO (spin up / spin down) = 0.5 / -2.7 eV
2S+1 = 3
<S²> = 2.0065
Net charge = 0
Gap between HOMO and LUMO (spin up / spin down) = 7.114 / 8.265 eV

Last column: natural (NBO) charge in e.
Positions of all 9 atoms, in Å:
C -0.135 -0.636 -1.381  0.22
C -2.096 -0.864 0.261  -0.11
C -1.180 -0.600 -0.494  -0.14
C 1.402 0.968 0.738  -0.25
N 0.802 -0.685 -2.041  -0.25
O 0.371 1.316 0.273  -0.25
H -3.068 -0.854 0.807  0.26
H 1.421 0.042 1.525  0.26
H 2.483 1.312 0.312  0.27

Least stable of them? i.

--- i ---
The following is a DFT calculation (ωB97M-V with the def2-TZVPD basis set) of a single C4H5FN2 molecule.

Values from the calculation:
LUMO = -0.2 eV
Net charge = 0
Gap between HOMO and LUMO = 8.279 eV

Last column: natural (NBO) charge in e.
Positions of all 12 atoms, in Å:
C -0.153 -1.597 0.402  -0.22
C -2.125 0.597 -0.496  0.41
C 0.207 -0.298 -0.436  -0.40
C -0.790 0.808 0.018  -0.62
N -1.391 -1.776 0.165  0.01
N -2.403 -1.501 -0.317  -0.04
F -3.026 1.167 0.330  -0.35
H 0.303 -2.304 1.031  0.23
H 1.225 0.155 -0.436  0.23
H 0.130 -0.576 -1.456  0.23
H -0.544 1.739 -0.574  0.29
H -0.746 1.163 1.065  0.23

--- ii ---
The following is a DFT calculation (ωB97M-V with the def2-TZVPD basis set) of C4H5FN2 as an isolated structure.

Values from the calculation:
LUMO = 0.7 eV
Net charge = 0
Gap between HOMO and LUMO = 7.331 eV

Last column: natural (NBO) charge in e.
Positions of all 12 atoms, in Å:
C -1.409 0.758 1.346  -0.40
C -0.587 -0.344 1.359  -0.11
C -1.185 1.629 0.294  0.28
C -0.109 0.300 -0.815  0.30
N 0.126 -0.525 0.197  -0.53
N 0.748 0.511 -1.819  -0.81
F -2.124 2.375 -0.303  -0.35
H -2.060 0.990 2.174  0.23
H -0.507 -1.080 2.135  0.21
H 0.800 -1.282 0.136  0.40
H 0.447 1.017 -2.630  0.41
H 1.650 0.056 -1.857  0.37

Least stable of them? i.

--- i ---
The following is a DFT calculation (ωB97M-V with the def2-TZVPD basis set) of a single ClHNO2P molecule.

Values from the calculation:
Structure (SMILES) = O=[N+]([O-])PCl
LUMO = -1.2 eV
Net charge = 0
Gap between HOMO and LUMO = 9.898 eV

Last column: natural (NBO) charge in e.
Positions of all 6 atoms, in Å:
O 0.228 2.272 -0.295  -0.38
N -0.850 1.768 0.055  0.30
O -1.822 2.201 0.633  -0.29
P -0.553 0.050 -0.457  0.84
Cl -2.706 -0.985 -0.127  -0.39
H -0.208 -0.154 0.764  -0.08

--- ii ---
The following is a DFT calculation (ωB97M-V with the def2-TZVPD basis set) of a 2-piece molecular cluster, ClHNO2P overall.

Values from the calculation:
Structure (SMILES) = O=PCl.N=O
LUMO = -1.5 eV
Net charge = 0
Gap between HOMO and LUMO = 7.407 eV

Last column: natural (NBO) charge in e.
Positions of all 6 atoms, in Å:
O 1.770 1.065 0.003  -1.00
P 3.230 0.987 -0.278  1.34
Cl 3.905 -0.868 0.251  -0.32
N 0.246 -0.610 0.082  0.00
O 0.593 -1.316 -0.842  -0.30
H -0.048 0.381 -0.187  0.28

Least stable of them? i.

--- i ---
The following is a DFT calculation (ωB97M-V with the def2-TZVPD basis set) of a 2-piece molecular cluster, C3H7N2OS overall.

Values from the calculation:
LUMO = -3.6 eV
Net charge = +1
Gap between HOMO and LUMO = 10.741 eV

Last column: natural (NBO) charge in e.
Positions of all 14 atoms, in Å:
C 0.080 0.090 -3.315  0.49
C -0.120 -0.261 0.516  0.56
C -0.804 -0.788 1.739  -0.67
N -0.662 -0.315 -0.640  -0.75
N 1.038 0.351 0.677  -0.68
O -0.069 0.818 -4.168  -0.42
S 1.900 1.038 -0.626  0.25
H 1.741 2.228 0.034  0.16
H -1.805 -0.819 1.559  0.24
H -0.519 -1.770 1.987  0.27
H -0.618 -0.119 2.700  0.26
H -1.600 -0.732 -0.677  0.44
H 0.048 -0.167 -1.399  0.42
H 1.390 0.449 1.614  0.44

--- ii ---
The following is a DFT calculation (ωB97M-V with the def2-TZVPD basis set) of a 2-piece molecular cluster, C3H7N2OS overall.

Values from the calculation:
LUMO = -4.4 eV
Net charge = +1
Gap between HOMO and LUMO = 9.882 eV

Last column: natural (NBO) charge in e.
Positions of all 14 atoms, in Å:
C 1.205 0.824 0.711  0.23
C 2.049 -0.138 -0.033  -0.63
C -0.336 -0.753 0.519  0.50
N 0.010 0.492 0.982  -0.49
N -1.708 -0.261 -0.845  -0.89
O -1.122 -1.521 1.232  -0.63
S 0.962 -1.556 -0.371  0.35
H 1.591 1.771 1.055  0.24
H 2.468 0.280 -0.950  0.28
H 2.883 -0.482 0.586  0.29
H -1.754 -1.029 -1.511  0.41
H -1.462 0.597 -1.332  0.41
H -2.610 -0.145 -0.394  0.41
H -1.634 -1.021 1.890  0.52

Least stable of them? i.

--- i ---
The following is a DFT calculation (ωB97M-V with the def2-TZVPD basis set) of a single C7H10N2O2S molecule.

Values from the calculation:
Structure (SMILES) = CCOC(=O)Cc1csc(N)n1
LUMO = 0.7 eV
Net charge = 0
Gap between HOMO and LUMO = 9.046 eV

Last column: natural (NBO) charge in e.
Positions of all 22 atoms, in Å:
C 1.827 -2.693 -0.524  -0.64
C 2.708 -1.439 -0.486  -0.08
O 1.788 -0.277 -0.504  -0.53
C 1.442 0.199 0.698  0.81
O 1.745 -0.416 1.724  -0.61
C 0.586 1.456 0.529  -0.53
C -0.782 1.178 0.034  0.14
C -1.180 0.269 -0.905  -0.48
S -2.900 0.316 -1.158  0.36
C -2.962 1.553 0.077  0.24
N -4.218 2.015 0.527  -0.83
N -1.829 1.955 0.580  -0.50
H 1.269 -2.735 -1.532  0.21
H 2.476 -3.579 -0.505  0.22
H 1.181 -2.704 0.360  0.23
H 3.288 -1.487 0.480  0.22
H 3.340 -1.291 -1.333  0.19
H 1.157 2.020 -0.198  0.24
H 0.550 2.007 1.493  0.26
H -0.414 -0.425 -1.281  0.26
H -4.948 1.332 0.645  0.39
H -4.123 2.745 1.278  0.41

--- ii ---
The following is a DFT calculation (ωB97M-V with the def2-TZVPD basis set) of C7H10N2O2S as an isolated structure.

Values from the calculation:
LUMO = 0.6 eV
Net charge = 0
Gap between HOMO and LUMO = 9.336 eV

Last column: natural (NBO) charge in e.
Positions of all 22 atoms, in Å:
C -2.522 2.078 -0.458  -0.65
C -1.168 1.948 -1.167  -0.07
C -0.150 0.001 -0.365  0.79
C 0.976 -0.668 0.328  -0.37
C 1.163 -2.069 0.400  0.26
C 0.389 -3.112 -0.378  -0.66
C 1.890 -0.059 1.215  0.11
H -2.492 2.705 0.464  0.22
H -3.311 2.488 -1.062  0.22
H -2.911 1.098 -0.283  0.24
H -1.209 1.322 -2.063  0.23
H -0.580 2.935 -1.246  0.19
H -0.711 -3.081 -0.188  0.24
H 0.341 -2.751 -1.414  0.23
H 0.850 -4.157 -0.309  0.24
H 1.379 1.804 0.891  0.42
H 2.747 1.603 1.939  0.39
N 1.959 -2.672 1.275  -0.57
N 1.898 1.269 1.584  -0.79
O -0.213 1.294 -0.231  -0.53
O -1.023 -0.597 -1.038  -0.65
S 2.697 -1.375 2.106  0.51

--- iii ---
The following is a DFT calculation (ωB97M-V with the def2-TZVPD basis set) of a 2-piece molecular cluster, C7H10N2O2S overall.

Values from the calculation:
Structure (SMILES) = OCc1ccccc1.N=S(=N)=O
LUMO = -0.4 eV
Net charge = 0
Gap between HOMO and LUMO = 8.640 eV

Last column: natural (NBO) charge in e.
Positions of all 22 atoms, in Å:
O 1.010 -2.295 -0.513  -0.74
C -0.070 -1.989 0.292  -0.10
C -0.604 -0.652 0.014  -0.03
C -0.513 -0.039 -1.227  -0.27
C -1.206 1.102 -1.496  -0.16
C -1.955 1.778 -0.537  -0.24
C -1.990 1.310 0.720  -0.19
C -1.284 0.047 1.093  -0.25
H 1.829 -1.932 -0.304  0.49
H -0.038 -2.314 1.305  0.19
H -0.859 -2.786 -0.085  0.19
H -0.065 -0.595 -1.995  0.23
H -1.045 1.382 -2.586  0.22
H -2.201 2.737 -0.882  0.22
H -2.448 1.869 1.489  0.21
H -1.409 -0.419 2.057  0.22
N 3.069 -0.405 -0.137  -1.08
S 2.039 0.564 0.320  2.15
N 1.561 0.166 1.694  -1.01
O 1.771 1.866 -0.255  -0.85
H 3.623 -0.250 -0.883  0.40
H 0.784 0.858 1.917  0.40

Least stable of them? iii.